This record from OMol25 describes one molecule with the formula C2S4 in a non-equilibrium geometry. The level of theory is ωB97M-V/def2-TZVPD.

XYZ file:
```
6
Properties=species:S:1:pos:R:3
C -0.380 -1.030 -0.095
C 0.467 0.957 -0.294
S -0.552 -2.288 -1.031
S 1.191 1.764 -1.433
S -0.773 -0.665 1.523
S 0.047 1.261 1.330
```

For the LUMO energy, the calculation gives -1.11 eV. The value obtained for the HOMO energy is -8.08 eV. As for the maximum force: 0.0518 hartree/bohr. The relative energy (zero: lowest compared OMol25 entry of this formula, charge and spin) is 261.35 kJ/mol. The total energy comes out at -1668.856202 a.u. The calculation puts the gap between HOMO and LUMO at 7.0 eV.

Table of natural (NBO) atomic charges, one value per atom, all in e:
1 C -0.43
2 C -0.43
3 S 0.18
4 S 0.18
5 S 0.25
6 S 0.25

***

This record from OMol25 describes C30H16Cl5N3O6Pb as an isolated structure in a non-equilibrium geometry. The level of theory is ωB97M-V/def2-TZVPD.

XYZ file:
```
61
Properties=species:S:1:pos:R:3
Pb -0.548 -0.203 -0.525
C 2.940 -2.287 -2.274
O 2.698 -1.851 -0.931
C 3.107 -0.652 -0.569
C 3.863 0.207 -1.369
C 4.238 1.445 -0.888
C 3.874 1.885 0.402
C 3.123 1.076 1.195
C 2.726 -0.211 0.734
N 1.984 -1.048 1.485
N 1.633 -0.675 2.627
C 0.557 -0.899 3.304
C -0.657 -1.516 2.621
O -0.592 -1.916 1.472
C -1.867 -1.617 3.425
C -1.901 -1.171 4.683
C -0.746 -0.573 5.353
C -0.848 -0.106 6.655
C 0.244 0.469 7.287
C 1.456 0.586 6.618
C 1.576 0.124 5.322
C 0.480 -0.456 4.678
H 4.008 -2.355 -2.477
H 2.464 -1.616 -2.989
H 2.493 -3.273 -2.344
H 4.162 -0.092 -2.362
H 4.827 2.092 -1.525
H 4.189 2.856 0.757
H 2.817 1.385 2.186
H -2.732 -2.049 2.942
H -2.822 -1.244 5.249
H -1.797 -0.192 7.170
H 0.151 0.828 8.303
H 2.303 1.047 7.109
H 2.517 0.211 4.796
O 2.537 6.163 -2.489
C 1.944 5.990 -1.407
O 1.709 6.724 -0.434
C 1.393 4.541 -1.239
C 1.307 3.696 -2.340
C 0.793 2.428 -2.176
N 0.412 1.965 -0.980
C 0.525 2.760 0.098
C 0.990 4.058 0.003
C 0.193 2.142 1.440
O 0.298 2.791 2.460
O -0.140 0.877 1.399
H 1.649 4.050 -3.303
H 0.684 1.745 -3.014
H 1.038 4.674 0.890
Cl -2.227 -0.415 -3.258
C -3.304 0.236 -2.028
C -2.813 0.436 -0.748
C -3.698 0.975 0.173
Cl -3.161 1.255 1.802
C -5.010 1.308 -0.160
Cl -6.067 2.000 1.009
C -5.468 1.081 -1.456
Cl -7.081 1.483 -1.887
C -4.610 0.534 -2.406
Cl -5.161 0.246 -4.009
```

For the LUMO energy, the calculation gives -3.87 eV. The value obtained for the HOMO energy is -7.52 eV. As for the maximum force: 0.0209 hartree/bohr. The total energy comes out at -4262.244732 a.u. The calculation puts the gap between HOMO and LUMO at 3.6 eV.

Table of natural (NBO) atomic charges, one value per atom, all in e:
1 Pb 1.26
2 C -0.26
3 O -0.43
4 C 0.42
5 C -0.34
6 C -0.04
7 C -0.23
8 C -0.13
9 C 0.05
10 N 0.02
11 N -0.15
12 C 0.31
13 C 0.51
14 O -0.53
15 C -0.29
16 C -0.08
17 C -0.08
18 C -0.16
19 C -0.16
20 C -0.20
21 C -0.14
22 C -0.04
23 H 0.19
24 H 0.20
25 H 0.22
26 H 0.24
27 H 0.24
28 H 0.25
29 H 0.25
30 H 0.25
31 H 0.23
32 H 0.22
33 H 0.23
34 H 0.23
35 H 0.22
36 O -0.74
37 C 0.73
38 O -0.72
39 C -0.02
40 C -0.23
41 C 0.02
42 N -0.57
43 C 0.06
44 C -0.20
45 C 0.76
46 O -0.62
47 O -0.91
48 H 0.26
49 H 0.19
50 H 0.27
51 Cl 0.00
52 C 0.05
53 C -0.49
54 C -0.06
55 Cl 0.03
56 C -0.08
57 Cl 0.06
58 C -0.08
59 Cl 0.07
60 C -0.14
61 Cl 0.06

***

This record from OMol25 describes C30H18Cl2CoN7O4 as an isolated structure. The level of theory is ωB97M-V/def2-TZVPD.

XYZ file:
```
62
Properties=species:S:1:pos:R:3
Co 0.138 -0.114 -0.029
Cl 0.386 -4.706 5.148
C 0.866 -3.546 3.940
C -0.117 -2.819 3.290
C 0.214 -1.887 2.307
N -0.726 -1.214 1.529
C -1.951 -0.972 2.023
O -2.355 -1.110 3.186
C -2.955 -0.384 1.037
C -3.980 0.407 1.549
C -4.892 0.967 0.675
C -4.773 0.699 -0.679
C -3.745 -0.134 -1.088
N -2.850 -0.665 -0.258
C 1.579 -1.675 1.995
C 2.552 -2.411 2.669
C 2.197 -3.345 3.630
Cl 3.458 -4.240 4.431
N 1.845 -0.773 0.956
C 3.057 -0.205 0.873
O 4.032 -0.342 1.626
C 3.254 0.746 -0.297
C 4.444 1.459 -0.385
C 4.610 2.341 -1.437
C 3.589 2.485 -2.365
C 2.443 1.727 -2.197
N 2.283 0.870 -1.189
H -1.151 -2.970 3.549
H -4.025 0.560 2.619
H -5.687 1.604 1.045
H -5.455 1.121 -1.404
H -3.620 -0.377 -2.138
H 3.591 -2.244 2.449
H 5.196 1.299 0.374
H 5.524 2.915 -1.531
H 3.669 3.172 -3.195
H 1.613 1.816 -2.886
O -1.485 3.100 -1.934
C -1.006 2.240 -1.216
N -0.756 0.930 -1.452
C -1.022 0.277 -2.609
O -1.526 0.684 -3.644
C -0.573 -1.177 -2.503
C -0.755 -2.065 -3.547
C -0.356 -3.380 -3.363
C 0.203 -3.761 -2.152
C 0.361 -2.810 -1.154
N -0.014 -1.550 -1.342
C -0.561 2.591 0.205
C -0.756 3.857 0.729
C -0.364 4.089 2.040
C 0.201 3.059 2.776
C 0.371 1.819 2.180
N 0.001 1.604 0.919
H -1.209 -1.709 -4.460
H -0.486 -4.104 -4.157
H 0.519 -4.778 -1.970
H 0.790 -3.037 -0.187
H -1.212 4.610 0.104
H -0.507 5.064 2.486
H 0.511 3.198 3.801
H 0.804 0.973 2.697
```

For the LUMO energy (alpha / beta), the calculation gives 2.24 / 2.26 eV. The value obtained for the HOMO energy (alpha / beta) is -4.35 / -4.32 eV. As for the maximum force: 0.0169 hartree/bohr. Its expectation value of S² is 0.875. The charge is -1. The relative energy (zero: lowest compared OMol25 entry of this formula, charge and spin) is 8.25 kJ/mol. Its spin multiplicity is 2. The total energy comes out at -4141.687065 a.u. The calculation puts the gap between HOMO and LUMO (alpha / beta) at 6.6 / 6.6 eV.

Table of natural (NBO) atomic charges, one value per atom, all in e:
1 Co 1.16
2 Cl -0.03
3 C -0.07
4 C -0.25
5 C 0.13
6 N -0.73
7 C 0.61
8 O -0.69
9 C 0.13
10 C -0.23
11 C -0.18
12 C -0.26
13 C 0.03
14 N -0.42
15 C 0.19
16 C -0.27
17 C -0.09
18 Cl -0.03
19 N -0.73
20 C 0.60
21 O -0.70
22 C 0.14
23 C -0.22
24 C -0.18
25 C -0.27
26 C 0.05
27 N -0.44
28 H 0.25
29 H 0.24
30 H 0.20
31 H 0.21
32 H 0.19
33 H 0.26
34 H 0.25
35 H 0.21
36 H 0.21
37 H 0.20
38 O -0.59
39 C 0.65
40 N -0.74
41 C 0.66
42 O -0.60
43 C 0.14
44 C -0.22
45 C -0.17
46 C -0.25
47 C 0.08
48 N -0.41
49 C 0.13
50 C -0.22
51 C -0.16
52 C -0.25
53 C 0.08
54 N -0.43
55 H 0.24
56 H 0.21
57 H 0.22
58 H 0.23
59 H 0.24
60 H 0.21
61 H 0.22
62 H 0.23

***

This record from OMol25 describes C30H18Cl4N7O2ReS2 as an isolated structure in a non-equilibrium geometry. The level of theory is ωB97M-V/def2-TZVPD.

XYZ file:
```
64
Properties=species:S:1:pos:R:3
Re -0.578 -0.101 -0.308
C -5.424 2.780 2.895
C -4.180 1.968 2.700
C -4.175 0.599 2.949
C -3.060 -0.170 2.693
C -1.904 0.402 2.155
N -0.831 -0.384 1.728
C -0.197 -1.199 2.601
C -0.450 -1.089 3.987
C 0.047 -1.976 4.905
C 0.849 -3.035 4.487
C 1.290 -4.115 5.428
C 1.237 -3.068 3.161
C 0.789 -2.150 2.214
N 1.364 -2.192 0.927
C 2.410 -2.967 0.547
C 2.718 -2.668 -0.759
C 1.809 -1.683 -1.131
N 1.003 -1.399 -0.105
C -1.892 1.796 1.944
C -3.022 2.556 2.218
N -0.743 2.421 1.411
C -0.364 3.701 1.596
C 0.777 3.911 0.854
C 1.028 2.687 0.233
N 0.108 1.806 0.586
H -6.147 2.234 3.493
H -5.208 3.726 3.385
H -5.879 3.003 1.930
H -5.074 0.127 3.317
H -3.072 -1.238 2.864
H -1.072 -0.270 4.315
H -0.206 -1.858 5.949
H 0.526 -4.295 6.180
H 1.450 -5.036 4.872
H 2.217 -3.855 5.940
H 1.908 -3.859 2.868
H 2.886 -3.670 1.196
H 3.473 -3.119 -1.369
H 1.686 -1.176 -2.069
H -3.018 3.616 2.018
H -0.906 4.369 2.235
H 1.344 4.815 0.771
H 1.815 2.408 -0.438
S -2.150 -1.814 -0.960
C -1.428 -3.331 -0.455
C -1.860 -3.841 0.770
N -2.221 -4.226 1.794
C -0.547 -4.024 -1.262
S -0.003 -3.501 -2.788
C -0.038 -5.268 -0.852
N 0.406 -6.292 -0.575
Cl -2.070 2.453 -6.506
C -2.109 2.114 -4.818
C -3.168 2.562 -4.037
Cl -4.432 3.481 -4.758
C -3.204 2.273 -2.676
Cl -4.493 2.861 -1.692
C -2.200 1.511 -2.073
O -2.166 1.218 -0.816
C -1.092 1.063 -2.885
O -0.153 0.412 -2.293
C -1.070 1.392 -4.242
Cl 0.268 0.865 -5.190
```

For the LUMO energy (alpha / beta), the calculation gives 1.05 / 1.47 eV. The value obtained for the HOMO energy (alpha / beta) is -4.39 / -4.39 eV. As for the maximum force: 0.0561 hartree/bohr. Its expectation value of S² is 0.768. The charge is -1. The relative energy (zero: lowest compared OMol25 entry of this formula, charge and spin) is 222.61 kJ/mol. Its spin multiplicity is 2. The total energy comes out at -4403.324974 a.u. The calculation puts the gap between HOMO and LUMO (alpha / beta) at 5.4 / 5.9 eV.

Table of natural (NBO) atomic charges, one value per atom, all in e:
1 Re 1.28
2 C -0.62
3 C -0.02
4 C -0.19
5 C -0.23
6 C 0.24
7 N -0.62
8 C 0.24
9 C -0.26
10 C -0.19
11 C -0.03
12 C -0.62
13 C -0.20
14 C 0.09
15 N -0.14
16 C 0.00
17 C -0.30
18 C 0.04
19 N -0.31
20 C 0.09
21 C -0.21
22 N -0.13
23 C -0.01
24 C -0.32
25 C 0.00
26 N -0.28
27 H 0.21
28 H 0.21
29 H 0.22
30 H 0.21
31 H 0.24
32 H 0.22
33 H 0.20
34 H 0.21
35 H 0.22
36 H 0.21
37 H 0.21
38 H 0.23
39 H 0.24
40 H 0.26
41 H 0.21
42 H 0.23
43 H 0.23
44 H 0.23
45 S 0.09
46 C -0.44
47 C 0.28
48 N -0.39
49 C -0.24
50 S -0.26
51 C 0.27
52 N -0.35
53 Cl 0.02
54 C -0.11
55 C -0.10
56 Cl 0.02
57 C -0.14
58 Cl 0.01
59 C 0.33
60 O -0.72
61 C 0.23
62 O -0.67
63 C -0.10
64 Cl 0.02

***

This record from OMol25 describes C30H18F6N9O10PtS2 as an isolated structure. The level of theory is ωB97M-V/def2-TZVPD.

XYZ file:
```
76
Properties=species:S:1:pos:R:3
Pt 0.752 0.084 0.881
N 3.913 0.234 4.046
C 2.603 0.194 3.796
N 2.439 0.191 2.489
C 3.695 0.227 1.991
N 4.630 0.258 2.906
C 3.872 0.260 0.543
C 5.105 0.379 -0.078
N 5.215 0.451 -1.397
C 4.085 0.407 -2.092
C 2.839 0.281 -1.494
N 2.736 0.201 -0.166
H 4.385 0.248 4.937
H 1.829 0.179 4.546
H 6.009 0.423 0.517
H 4.161 0.467 -3.170
H 1.931 0.224 -2.070
C -1.282 3.058 3.374
C -1.843 2.233 4.341
C -1.642 0.860 4.300
C -0.864 0.296 3.292
C -0.319 1.139 2.316
C -0.513 2.510 2.355
C -0.626 -1.171 3.186
C -1.145 -2.100 4.111
C -0.908 -3.431 3.931
C -0.146 -3.879 2.829
C 0.112 -5.246 2.578
C 0.850 -5.618 1.491
C 1.362 -4.637 0.615
C 1.135 -3.308 0.836
C 0.366 -2.907 1.945
N 0.104 -1.585 2.165
H -1.447 4.126 3.412
H -2.446 2.659 5.131
H -2.108 0.243 5.056
H -0.080 3.149 1.596
H -1.745 -1.758 4.940
H -1.313 -4.158 4.623
H -0.294 -5.986 3.255
H 1.035 -6.664 1.289
H 1.922 -4.940 -0.259
H 1.494 -2.568 0.133
O -1.273 0.639 -2.267
C -0.683 1.789 -1.874
O 0.126 1.866 -0.978
C -1.124 2.947 -2.690
C -0.576 4.189 -2.392
C -0.978 5.279 -3.133
C -1.897 5.185 -4.159
C -2.415 3.933 -4.425
C -2.055 2.806 -3.714
N -3.404 3.794 -5.521
O -3.686 4.797 -6.134
O -3.798 2.675 -5.761
N -0.401 6.605 -2.809
O -0.772 7.543 -3.474
O 0.372 6.652 -1.876
H 0.148 4.306 -1.599
H -2.199 6.051 -4.730
H -2.494 1.850 -3.961
F -2.923 -4.618 0.579
C -3.185 -3.334 0.452
F -2.912 -2.693 1.579
F -4.426 -3.127 0.087
S -1.122 -0.733 -1.334
O 0.316 -0.998 -1.269
O -1.660 -0.333 -0.055
N -1.975 -1.685 -2.144
S -1.414 -3.088 -2.725
O -2.510 -3.768 -3.318
O -0.542 -3.737 -1.795
C -0.304 -2.553 -4.140
F -0.616 -3.234 -5.223
F 0.967 -2.778 -3.827
F -0.443 -1.248 -4.394
```

For the LUMO energy (alpha / beta), the calculation gives -3.85 / -5.94 eV. The value obtained for the HOMO energy (alpha / beta) is -11.35 / -11.73 eV. As for the maximum force: 0.0102 hartree/bohr. Its expectation value of S² is 6.010. The charge is +1. The relative energy (zero: lowest compared OMol25 entry of this formula, charge and spin) is 48.31 kJ/mol. Its spin multiplicity is 5. The total energy comes out at -3913.569254 a.u. The calculation puts the gap between HOMO and LUMO (alpha / beta) at 7.5 / 5.8 eV.

Table of Löwdin atomic charges, one value per atom, all in e:
1 Pt 1.44
2 N 0.06
3 C -0.08
4 N 0.05
5 C -0.30
6 N 0.16
7 C -0.17
8 C -0.03
9 N 0.13
10 C -0.06
11 C -0.06
12 N 0.02
13 H 0.18
14 H 0.15
15 H 0.13
16 H 0.13
17 H 0.10
18 C -0.06
19 C -0.05
20 C -0.01
21 C -0.20
22 C -0.23
23 C -0.09
24 C -0.22
25 C 0.01
26 C 0.03
27 C -0.15
28 C -0.01
29 C -0.04
30 C -0.04
31 C -0.03
32 C -0.19
33 N 0.04
34 H 0.11
35 H 0.11
36 H 0.11
37 H 0.10
38 H 0.11
39 H 0.13
40 H 0.12
41 H 0.12
42 H 0.12
43 H 0.08
44 O -0.09
45 C -0.42
46 O 0.04
47 C -0.08
48 C 0.09
49 C -0.09
50 C 0.11
51 C -0.09
52 C 0.10
53 N -0.35
54 O 0.11
55 O 0.11
56 N -0.35
57 O 0.12
58 O 0.09
59 H 0.14
60 H 0.14
61 H 0.14
62 F 0.15
63 C -0.41
64 F 0.13
65 F 0.17
66 S 0.54
67 O -0.38
68 O -0.28
69 N -0.26
70 S 0.63
71 O -0.23
72 O -0.27
73 C -0.67
74 F 0.17
75 F 0.14
76 F 0.13

***

This record from OMol25 describes C30H19BiBrI2NO6S as an isolated structure. The level of theory is ωB97M-V/def2-TZVPD.

XYZ file:
```
61
Properties=species:S:1:pos:R:3
Bi -0.103 -1.679 1.588
I -2.686 1.739 5.390
C -0.689 1.109 5.379
C 0.159 1.497 6.417
C 1.467 1.087 6.430
I 2.670 1.695 8.051
C 1.991 0.282 5.386
C 3.318 -0.187 5.307
C 3.721 -0.937 4.240
C 2.803 -1.234 3.221
N 1.562 -0.817 3.274
C 1.124 -0.085 4.323
C -0.291 0.287 4.301
O -1.064 -0.095 3.377
H -0.220 2.125 7.213
H 4.011 0.050 6.104
H 4.736 -1.306 4.169
H 3.070 -1.824 2.351
O -0.857 -0.109 -0.875
C -2.104 -0.338 -1.514
C -2.525 -1.814 -1.154
O -3.458 -2.257 -1.846
O -1.928 -2.352 -0.189
C -1.919 -0.091 -3.018
C -2.008 -1.072 -4.002
C -1.732 -0.768 -5.333
C -1.373 0.519 -5.709
C -1.292 1.508 -4.737
C -1.563 1.200 -3.413
C -3.182 0.555 -0.914
C -3.057 0.990 0.405
C -4.048 1.772 0.985
C -5.179 2.124 0.259
C -5.313 1.682 -1.052
C -4.323 0.903 -1.634
H -0.647 0.830 -0.872
H -2.308 -2.070 -3.719
H -1.796 -1.550 -6.080
H -1.156 0.749 -6.746
H -1.011 2.519 -5.011
H -1.506 1.989 -2.668
H -2.186 0.705 0.986
H -3.934 2.097 2.013
H -5.952 2.734 0.713
H -6.198 1.941 -1.624
H -4.437 0.540 -2.649
Br 4.803 1.586 -0.576
C 4.245 0.173 -1.722
C 4.969 0.041 -2.902
C 4.660 -0.970 -3.797
C 3.635 -1.858 -3.504
C 2.937 -1.730 -2.316
C 3.213 -0.709 -1.403
C 2.332 -0.655 -0.145
O 2.077 0.431 0.372
O 1.950 -1.810 0.254
H 5.773 0.734 -3.112
H 5.223 -1.063 -4.718
H 3.384 -2.653 -4.198
H 2.145 -2.418 -2.053
S 0.068 -3.740 2.698
```

For the LUMO energy, the calculation gives 3.40 eV. The value obtained for the HOMO energy is -2.25 eV. As for the maximum force: 0.0064 hartree/bohr. The charge is -2. The relative energy (zero: lowest compared OMol25 entry of this formula, charge and spin) is 5.46 kJ/mol. The total energy comes out at -5443.207122 a.u. The calculation puts the gap between HOMO and LUMO at 5.7 eV.

Table of Löwdin atomic charges, one value per atom, all in e:
1 Bi 1.39
2 I 0.83
3 C -0.65
4 C -0.26
5 C -0.68
6 I 0.80
7 C -0.22
8 C -0.06
9 C -0.04
10 C -0.13
11 N -0.01
12 C -0.13
13 C -0.47
14 O -0.25
15 H 0.06
16 H 0.05
17 H 0.10
18 H 0.10
19 O -0.08
20 C -0.34
21 C -0.62
22 O -0.01
23 O -0.16
24 C -0.13
25 C -0.01
26 C -0.09
27 C -0.12
28 C -0.10
29 C -0.04
30 C -0.14
31 C 0.00
32 C -0.08
33 C -0.11
34 C -0.10
35 C -0.03
36 H 0.10
37 H 0.11
38 H 0.09
39 H 0.09
40 H 0.09
41 H 0.12
42 H 0.10
43 H 0.08
44 H 0.09
45 H 0.09
46 H 0.12
47 Br 0.74
48 C -0.60
49 C -0.17
50 C -0.11
51 C -0.09
52 C -0.02
53 C -0.14
54 C -0.68
55 O -0.04
56 O -0.24
57 H 0.08
58 H 0.09
59 H 0.10
60 H 0.12
61 S -0.37